[1]
Computed, not measured: a cluster of 2 separate species, C3H3Cl2F in total in a non-equilibrium geometry, with the ωB97M-V functional and the def2-TZVPD basis.

Its spin multiplicity is 1. The value obtained for the energy relative to the best compared isomer or geometry (same formula, charge and spin) is 4.151 eV. The HOMO energy is -11.04 eV. Its frontier orbital gap is 9.53 eV.

Last column: natural (NBO) charge in e.
Atoms and positions in Å:
C -0.640 0.477 -0.293  -0.427
C -0.419 -0.539 0.495  0.417
C 0.374 -1.477 1.233  -0.339
F -2.432 -1.055 1.062  -0.579
Cl 0.004 -3.231 0.643  0.000
Cl 0.122 -1.545 2.974  0.066
H -1.601 1.053 -0.648  0.308
H 0.114 0.977 -0.873  0.256
H 1.475 -1.160 1.267  0.299

[2]
Computed, not measured: an isolated molecule of C3H3Cl2F in a non-equilibrium geometry, with the ωB97M-V functional and the def2-TZVPD basis.

Its spin multiplicity is 1. The value obtained for the energy relative to the best compared isomer or geometry (same formula, charge and spin) is 0.383 eV. Its SMILES is FCC=C(Cl)Cl. The HOMO energy is -9.62 eV. Its frontier orbital gap is 10.42 eV.

Last column: natural (NBO) charge in e.
Atoms and positions in Å:
F -2.464 0.263 0.026  -0.364
C -1.989 -1.039 -0.030  0.032
C -0.456 -1.097 -0.028  -0.275
C 0.459 -0.148 -0.004  -0.097
Cl 0.157 1.532 -0.007  0.067
Cl 2.136 -0.566 0.006  0.033
H -2.311 -1.440 0.983  0.185
H -2.467 -1.523 -0.897  0.191
H -0.107 -2.120 0.069  0.228

[3]
Computed, not measured: an isolated molecule of C3H3Cl2NO in a non-equilibrium geometry, with the ωB97M-V functional and the def2-TZVPD basis.

Its spin multiplicity is 1. The value obtained for the energy relative to the best compared isomer or geometry (same formula, charge and spin) is 0.067 eV. Its SMILES is C=C(Cl)NC(=O)Cl. The HOMO energy is -9.83 eV. Its frontier orbital gap is 10.38 eV.

Last column: natural (NBO) charge in e.
Atoms and positions in Å:
C -0.505 -1.532 0.485  -0.432
C -0.410 -0.772 -0.600  0.125
Cl -1.206 -1.079 -2.106  0.046
N 0.175 0.558 -0.480  -0.662
C 0.694 1.290 0.543  0.718
O 1.007 1.095 1.654  -0.519
Cl 0.909 3.044 -0.021  -0.160
H -0.945 -2.466 0.437  0.218
H -0.031 -1.213 1.418  0.239
H 0.312 1.076 -1.330  0.428

[4]
Computed, not measured: a cluster of 2 separate species, C3H3Cl2NO in total in a non-equilibrium geometry, with the ωB97M-V functional and the def2-TZVPD basis.

Its spin multiplicity is 1. The value obtained for the energy relative to the best compared isomer or geometry (same formula, charge and spin) is 2.668 eV. Its SMILES is N=C=C(Cl)Cl.C=O. The HOMO energy is -8.99 eV. Its frontier orbital gap is 9.14 eV.

Last column: natural (NBO) charge in e.
Atoms and positions in Å:
N 1.673 -0.128 0.671  -0.573
C 0.699 -0.850 0.555  0.362
C -0.415 -1.433 0.871  -0.305
Cl -1.962 -1.101 0.258  0.078
Cl -0.353 -2.699 2.011  0.062
H 2.514 -0.295 0.221  0.378
C -0.540 1.681 -1.129  0.259
O -1.030 1.264 -2.130  -0.497
H 0.550 1.910 -1.147  0.114
H -1.134 1.651 -0.180  0.121

[5]
Computed, not measured: an isolated molecule of C3H3Cl2NO3 in a non-equilibrium geometry, with the ωB97M-V functional and the def2-TZVPD basis.

Its spin multiplicity is 1. The value obtained for the energy relative to the best compared isomer or geometry (same formula, charge and spin) is 2.925 eV. Its SMILES is CC(=O)C(Cl)(Cl)[N+](=O)[O-]. The HOMO energy is -10.03 eV. Its frontier orbital gap is 9.65 eV.

Last column: natural (NBO) charge in e.
Atoms and positions in Å:
C 0.145 -0.028 -0.068  -0.740
C -1.091 0.772 0.019  0.673
O -1.320 1.922 0.013  -0.482
C -2.627 -0.215 0.045  -0.135
Cl -2.458 -1.584 -1.169  -0.001
Cl -2.463 -0.619 1.725  0.076
N -3.850 0.656 -0.280  0.507
O -4.204 0.765 -1.418  -0.326
O -4.336 1.079 0.737  -0.338
H 0.789 0.048 0.745  0.259
H -0.252 -1.027 -0.166  0.250
H 0.578 0.355 -0.933  0.258

[6]
Computed, not measured: a structure of composition C3H3Cl2OP in a non-equilibrium geometry, with the ωB97M-V functional and the def2-TZVPD basis.

Its spin multiplicity is 1. The value obtained for the energy relative to the best compared isomer or geometry (same formula, charge and spin) is 1.010 eV. The HOMO energy is -9.94 eV. Its frontier orbital gap is 8.70 eV.

Last column: natural (NBO) charge in e.
Atoms and positions in Å:
C -0.951 -0.002 -0.109  -0.091
C 0.166 0.152 -0.522  -0.289
C -2.366 -0.243 0.203  -0.693
O 3.454 0.675 -1.532  -0.985
P 2.591 0.345 -0.416  1.722
Cl 2.638 1.616 1.129  -0.189
Cl 2.731 -1.502 0.304  -0.188
H -2.932 -0.577 -0.696  0.241
H -2.431 -1.054 0.916  0.234
H -2.900 0.590 0.723  0.238

[7]
Computed, not measured: a cluster of 2 separate species, C3H3Cl3 in total in a non-equilibrium geometry, with the ωB97M-V functional and the def2-TZVPD basis.

Its spin multiplicity is 1. The value obtained for the energy relative to the best compared isomer or geometry (same formula, charge and spin) is 1.765 eV. Its SMILES is C#CC(Cl)Cl.Cl. The HOMO energy is -10.87 eV. Its frontier orbital gap is 11.44 eV.

Last column: natural (NBO) charge in e.
Atoms and positions in Å:
C -0.077 -1.393 -0.784  -0.186
C 0.364 -0.299 -0.585  -0.045
C 1.216 0.897 -0.591  -0.329
Cl 2.325 0.883 0.762  0.037
Cl 0.151 2.249 -0.724  0.030
H -0.513 -2.303 -0.496  0.236
H 1.759 0.991 -1.553  0.258
Cl -3.013 -0.242 2.417  -0.272
H -2.212 -0.784 1.553  0.271

[8]
Computed, not measured: an isolated molecule of C3H3Cl3F2 in a non-equilibrium geometry, with the ωB97M-V functional and the def2-TZVPD basis.

Its spin multiplicity is 1. The value obtained for the energy relative to the best compared isomer or geometry (same formula, charge and spin) is 6.948 eV. The HOMO energy is -8.58 eV. Its frontier orbital gap is 9.12 eV.

Last column: natural (NBO) charge in e.
Atoms and positions in Å:
C -2.082 0.758 -0.363  -0.266
C -1.458 1.756 0.310  -0.433
C 0.869 -0.407 -0.172  0.626
H -2.642 1.201 -1.142  0.212
H -0.727 1.588 1.055  0.198
H -1.973 2.815 0.025  0.215
F -0.403 -0.101 -0.581  -0.365
F 1.154 -1.594 -0.472  -0.269
Cl -1.978 -0.867 -0.122  0.086
Cl 0.869 -0.039 1.605  -0.035
Cl 1.968 0.730 -0.842  0.030

[9]
Computed, not measured: the ion C3H3Cl3N3O2 with charge +1 in a non-equilibrium geometry, with the ωB97M-V functional and the def2-TZVPD basis.

Its net charge is +1. Its spin multiplicity is 3. The expectation value of S² is 2.021. The HOMO energy (spin up / spin down) is -13.93 / -15.43 eV. Its frontier orbital gap (spin up / spin down) is 8.48 / 7.11 eV.

Last column: natural (NBO) charge in e.
Atoms and positions in Å:
C 0.452 -1.380 0.267  0.662
C -1.412 0.444 0.210  -0.331
C -0.811 -0.840 -0.381  -0.297
N 1.532 -0.400 0.258  -0.237
N -0.430 1.374 0.656  -0.205
N 1.296 0.790 -0.065  0.421
O 0.657 -2.477 0.639  -0.387
O 1.982 1.711 -0.307  -0.138
Cl -0.320 -0.551 -2.101  0.021
Cl 3.186 -0.987 0.524  0.249
Cl -0.487 2.921 0.103  0.405
H -2.105 0.863 -0.525  0.271
H -1.976 0.167 1.110  0.273
H -1.561 -1.634 -0.388  0.295

[10]
Computed, not measured: a cluster of 2 separate species, C3H3Cl3S2 in total in a non-equilibrium geometry, with the ωB97M-V functional and the def2-TZVPD basis.

Its spin multiplicity is 1. The value obtained for the energy relative to the best compared isomer or geometry (same formula, charge and spin) is 3.053 eV. The HOMO energy (spin up / spin down) is -8.51 / -8.13 eV. Its frontier orbital gap (spin up / spin down) is 7.40 / 6.94 eV.

Last column: natural (NBO) charge in e.
Atoms and positions in Å:
C -0.535 1.454 0.008  -0.443
C 1.649 0.093 0.120  -0.774
C -1.275 -0.927 -0.212  -0.274
S -1.803 2.376 -0.122  0.210
S 1.052 1.740 -0.190  0.465
Cl -1.092 -1.740 -1.766  0.023
Cl -2.894 -0.512 0.210  0.066
Cl -0.583 -1.875 1.069  0.007
H 1.323 -0.161 1.095  0.236
H 2.762 0.329 0.288  0.232
H 1.396 -0.778 -0.499  0.252

[11]
Computed, not measured: a cluster of 2 separate species, C3H3Cl4NO2 in total in a non-equilibrium geometry, with the ωB97M-V functional and the def2-TZVPD basis.

Its spin multiplicity is 1. The value obtained for the energy relative to the best compared isomer or geometry (same formula, charge and spin) is 1.243 eV. The HOMO energy (spin up / spin down) is -9.46 / -9.19 eV. Its frontier orbital gap (spin up / spin down) is 7.96 / 7.11 eV.

Last column: natural (NBO) charge in e.
Atoms and positions in Å:
C -1.514 -0.164 -0.547  -0.486
C -0.593 -0.978 0.255  -0.030
C 1.603 0.177 -0.163  -0.051
N 1.023 1.251 0.608  0.432
O 1.358 1.212 1.764  -0.378
O 0.363 2.141 0.106  -0.390
Cl -3.047 -0.070 0.342  -0.027
Cl -0.343 -2.639 -0.225  0.062
Cl 1.589 0.284 -1.901  0.077
Cl 2.878 -0.822 0.533  0.099
H -1.613 -0.574 -1.481  0.229
H -1.151 0.878 -0.499  0.276
H -0.553 -0.695 1.208  0.186

[12]
Computed, not measured: an isolated molecule of C3H3ClF2 in a non-equilibrium geometry, with the ωB97M-V functional and the def2-TZVPD basis.

Its spin multiplicity is 1. The value obtained for the energy relative to the best compared isomer or geometry (same formula, charge and spin) is 1.427 eV. Its SMILES is F[C@@H]1[C@H](F)[C@H]1Cl. The HOMO energy is -10.90 eV. Its frontier orbital gap is 11.53 eV.

Last column: natural (NBO) charge in e.
Atoms and positions in Å:
F 1.242 1.480 -0.386  -0.315
C 0.335 0.753 0.279  0.161
C 0.402 -0.767 0.250  0.154
F 1.447 -1.468 -0.370  -0.327
C -0.687 -0.024 -0.461  -0.282
Cl -2.508 -0.081 -0.179  -0.042
H 0.081 1.243 1.267  0.191
H 0.229 -1.194 1.211  0.193
H -0.541 0.059 -1.612  0.268